Here is a structure of composition C25H27BrFN2O4PRuS2 from OMol25. Energies are from ωB97M-V/def2-TZVPD.

XYZ file:
```
64
Properties=species:S:1:pos:R:3:nbo_charge:R:1
C -1.24571 2.16313 -0.35131 0.391
C -3.79833 2.86985 0.45638 -0.089
H 1.35586 -2.95783 0.51556 0.193
N -0.62387 5.80239 0.21768 -0.539
Ru 0.43458 -0.33781 -0.01805 0.291
H -2.32077 -2.07903 -0.16328 0.215
O 2.39209 2.06842 2.92685 -0.828
C 1.03769 7.72137 0.25239 -0.245
H 3.41465 4.94107 -1.18604 0.230
H 4.94684 4.03482 1.96262 0.213
C 1.43788 5.42264 -0.47485 0.086
H -0.93070 -1.49953 -4.32347 0.226
C 1.17131 -1.28425 -4.02698 0.392
C -3.49842 1.52983 0.23299 -0.286
H -3.66397 -1.04430 -0.71270 0.187
H -4.27034 0.78914 0.37501 0.241
C 3.20746 6.99982 -0.57167 -0.223
F 1.37389 -0.86764 -5.29479 -0.328
H -1.45239 6.22618 0.59386 0.420
H 3.25485 4.48553 2.24159 0.216
H -3.11312 4.87614 0.51552 0.215
C 3.77254 2.50703 2.91339 -0.062
C 0.53898 -2.40603 0.04918 -0.574
S 2.71219 0.35498 0.42556 -0.485
O 2.69330 -0.30669 3.33287 -0.840
C 2.24421 -1.37294 -3.16956 -0.286
H 4.42234 1.67741 2.62999 0.189
C 2.35758 7.99038 -0.05707 -0.209
H 2.85646 -1.89009 -1.18745 0.233
H 2.86424 -2.06727 5.28524 0.211
C -1.55214 3.49829 -0.08011 -0.161
C 2.54056 -1.73488 3.18342 -0.073
H 1.15998 -1.92841 4.81454 0.218
C -2.84802 3.84730 0.31501 -0.211
O -1.83435 -0.12756 -0.37090 -0.491
P 2.00472 0.67425 2.27960 1.740
C 3.91853 3.66750 1.95728 -0.632
H -1.31413 -2.29268 -2.01637 0.205
C -0.31244 -2.01693 -2.31924 -0.184
H 0.38316 8.48857 0.64685 0.217
C 0.59796 6.42160 0.03073 0.160
H 3.23456 -1.10588 -3.51486 0.229
O -0.02663 1.75751 -0.74541 -0.694
C 0.74419 -2.16620 -1.40267 -0.110
H 4.01045 2.78768 3.93770 0.191
H 2.74502 8.98873 0.09872 0.217
H 2.06653 -3.40510 4.43958 0.213
C -0.48773 4.49711 -0.15877 0.406
Br -5.55777 3.33411 0.98090 0.064
C -2.80717 -1.12030 -0.04234 -0.249
C 2.76403 5.71019 -0.78876 -0.198
N 0.72867 4.23932 -0.57741 -0.510
H -0.39455 -2.93130 0.27010 0.176
C -2.22603 1.17650 -0.16095 0.263
H -3.12377 -1.01539 0.99613 0.196
S 0.02346 0.44690 2.19654 -0.442
C 2.01904 -1.79455 -1.86539 -0.170
H 0.60100 2.54537 -0.76287 0.548
H 3.66384 3.34888 0.94648 0.224
H 1.79128 -1.94169 2.41881 0.212
H 4.23286 7.25798 -0.80303 0.218
C 2.13363 -2.31769 4.51521 -0.625
C -0.11089 -1.59526 -3.62360 -0.287
H 3.49886 -2.12823 2.84473 0.184
```

Gap between HOMO and LUMO (eV): 6.73
Highest occupied orbital energy (eV): -6.77
Charge: 0
F_max (eV/Å): 0.481
Molecular weight (g mol⁻¹): 714.6